DFT (ωB97M-V/def2-TZVPD) results for one molecule with the formula C3H12Si2 in a non-equilibrium geometry.

Output
HOMO-LUMO gap ... 11.10 eV
M ... 104.3 u
E ... -19059.2291 eV
SMILES ... C[SiH](C)C[SiH3]
Relative energy (zero: lowest compared OMol25 entry of this formula, charge and spin) ... 11.4 kcal per mole
Charge ... 0

Last column: Mulliken charge in e.
CARTESIAN COORDINATES (ANGSTROEM)
1 C -0.791 -1.226 0.983  -1.092
2 C 1.785 -1.777 0.053  -0.985
3 C 0.054 1.015 -1.179  -0.863
4 Si -1.300 2.288 -0.612  0.417
5 Si 0.701 -0.248 0.461  0.456
6 H -0.667 -1.714 2.041  0.272
7 H -1.619 -0.577 0.979  0.331
8 H -1.051 -2.050 0.365  0.385
9 H 1.190 -2.677 -0.248  0.279
10 H 2.495 -1.570 -0.809  0.290
11 H 2.323 -2.093 0.897  0.321
12 H -0.116 0.451 -2.197  0.356
13 H 1.044 1.481 -1.459  0.317
14 H -2.086 1.831 0.568  -0.138
15 H -2.513 2.787 -1.505  -0.130
16 H -0.730 3.565 -0.085  -0.122
17 H 1.283 0.513 1.746  -0.095